Computed, not measured: a cluster of 2 separate species, C2H3NOS in total, with the ωB97M-V functional and the def2-TZVPD basis.

Last columns: bonded neighbours and bond lengths (Å).
Atoms and positions in Å:
1 C -1.26 -0.35 -0.55  O3 1.159, N7 1.180
2 H 1.43 0.33 -0.37  C6 1.088
3 O -1.37 -1.50 -0.39  C1 1.159
4 H -0.80 1.70 -0.75  N7 0.987
5 H 0.97 0.76 1.42  C6 1.171
6 C 1.17 -0.07 0.61  H2 1.088, H5 1.171, S8 1.599
7 N -0.96 0.73 -0.89  C1 1.180, H4 0.987
8 S 0.82 -1.60 0.90  C6 1.599

Calculated values
* relative energy (zero: lowest compared OMol25 entry of this formula, charge and spin): 37.5 kcal per mole
* DFT total energy: -16493.571 eV
* structure (SMILES): N=C=O.C=S

Atomic partial charges in e from the natural (NBO) method, atoms 1 to 6: number 1, C, carries 0.88; number 2, H, carries 0.19; number 3, O, carries -0.52; number 4, H, carries 0.45; number 5, H, carries 0.19; number 6, C, carries -0.56